(1)
DFT (wB97M-V/def2-TZVPD) results for one molecule with the formula C4H9NO in a non-equilibrium geometry.

```
15
Properties=species:S:1:pos:R:3:nbo_charge:R:1
C -0.2191 0.9947 2.2909 -0.766
C -0.2902 0.8528 0.9420 0.533
O -0.1630 1.9950 0.2184 -0.688
N -0.4699 -0.2838 0.2275 -0.604
C -0.3745 -0.4488 -1.2100 -0.216
C 0.6470 -1.5154 -1.5847 -0.613
H 0.0580 0.1958 2.9555 0.209
H -0.7418 1.8501 2.7049 0.211
H 0.2602 2.5059 0.9362 0.501
H -0.7768 -1.0744 0.7706 0.397
H -0.1061 0.5217 -1.6327 0.222
H -1.3622 -0.7119 -1.6167 0.186
H 0.7098 -1.6325 -2.6709 0.213
H 0.3749 -2.4887 -1.1586 0.201
H 1.6340 -1.2410 -1.2017 0.213
```

- ΔE to the lowest compared entry with this formula, charge and spin (eV) = 1.857
- Kohn-Sham gap (hartree) = 0.3139
- total charge = 0
- largest force on an atom (eV/A) = 1.0
- E_HOMO (eV) = -7.6138
- LUMO level (eV) = 0.93

(2)
DFT (wB97M-V/def2-TZVPD) results for a 2-piece molecular cluster, Cl2HO3PS overall in a non-equilibrium geometry.

```
8
Properties=species:S:1:pos:R:3:nbo_charge:R:1
O -1.0724 -0.3898 -0.4885 -0.999
O 0.1412 -0.4656 1.7937 -0.798
O 1.6020 0.6047 -0.9855 -0.769
P -0.4819 0.4771 0.6730 1.829
S -1.4826 1.9795 1.4506 -0.342
Cl 0.9773 -1.8991 1.3350 0.330
Cl 1.1041 -0.2136 -2.3138 0.209
H -0.7876 -0.0932 -1.4645 0.541
```

- ΔE to the lowest compared entry with this formula, charge and spin (eV) = 2.818
- Kohn-Sham gap (hartree) = 0.2608
- total charge = 0
- largest force on an atom (eV/A) = 2.5
- E_HOMO (eV) = -9.4039
- LUMO level (eV) = -2.31

(3)
DFT (wB97M-V/def2-TZVPD) results for an isolated ion of composition C5H11N2O and charge +1 in a non-equilibrium geometry.

```
19
Properties=species:S:1:pos:R:3:nbo_charge:R:1
C 1.8940 -1.0144 -0.9402 -0.655
C 1.1189 -0.4839 0.2554 0.033
O 0.3553 -1.4749 0.8961 -0.313
N -1.0052 -1.2510 0.6978 -0.255
C -1.3508 -0.2076 -0.0323 0.498
N -2.5384 0.0734 -0.5318 -0.751
C 0.2414 0.6643 -0.1104 -0.146
C 0.1067 1.7412 0.8628 -0.646
H 2.7522 -1.7190 -0.5871 0.257
H 2.3645 -0.1414 -1.5906 0.237
H 1.2470 -1.4788 -1.7050 0.228
H 1.9109 -0.0699 1.1221 0.230
H -1.5317 -1.9903 1.1193 0.435
H -2.8480 0.9357 -1.0533 0.463
H -3.2338 -0.6477 -0.3836 0.420
H 0.4096 0.9522 -1.1979 0.254
H -0.2093 1.4369 1.8055 0.233
H -0.6974 2.3480 0.6183 0.226
H 1.0141 2.3271 0.7549 0.251
```

- ΔE to the lowest compared entry with this formula, charge and spin (eV) = 4.052
- Kohn-Sham gap (hartree) = 0.3983
- total charge = +1
- largest force on an atom (eV/A) = 4.8
- E_HOMO (eV) = -14.0261
- LUMO level (eV) = -3.19

(4)
DFT (wB97M-V/def2-TZVPD) results for a 18-piece molecular cluster, H36O18 overall in a non-equilibrium geometry.

```
54
Properties=species:S:1:pos:R:3:nbo_charge:R:1
O 0.2738 5.8716 0.1985 -0.967
H 1.1275 6.3650 -0.1661 0.493
H 0.3818 6.2123 1.1873 0.493
O 4.5534 -1.8745 -0.8315 -0.922
H 4.6534 -2.8806 -1.0350 0.455
H 4.5151 -1.9464 0.0753 0.470
O -3.2257 -1.8059 -2.9364 -0.972
H -2.2804 -1.6875 -3.1597 0.495
H -3.5525 -2.6353 -2.7724 0.477
O 1.6588 0.6682 -0.3471 -0.961
H 1.6848 -0.2036 -0.2570 0.460
H 1.1628 1.2660 0.1937 0.499
O -0.1361 -1.9008 -5.3496 -0.953
H 0.8486 -2.1527 -5.6193 0.477
H -0.6397 -2.8170 -5.2969 0.477
O 3.4496 -2.1407 2.4704 -0.952
H 3.6887 -2.4698 3.3550 0.472
H 3.2910 -2.9877 2.0224 0.479
O 2.8559 2.3734 -4.3857 -0.946
H 2.5080 1.6231 -4.0329 0.470
H 3.5120 2.2679 -5.0405 0.476
O 1.8976 -2.8363 0.0455 -0.929
H 1.6868 -1.9584 0.0696 0.450
H 2.4478 -2.8928 -0.7007 0.476
O 0.3033 -1.2126 2.9196 -0.961
H 0.2143 -1.9103 2.3482 0.470
H 1.1990 -1.0534 3.1973 0.491
O 2.2559 2.9442 2.8642 -0.933
H 1.9880 2.7509 3.6921 0.466
H 1.5437 2.7666 2.2137 0.467
O 0.5222 4.4884 -2.0012 -0.971
H 0.4363 4.7470 -1.0879 0.482
H 0.9708 3.6571 -2.0893 0.472
O -3.1766 -0.3956 1.1262 -0.927
H -3.2742 -1.2322 1.5345 0.455
H -2.5874 -0.0190 1.7338 0.469
O -5.1316 -2.5303 0.1119 -0.932
H -4.9040 -1.9380 -0.7767 0.486
H -4.3436 -2.4448 0.5417 0.445
O -1.8512 -5.7360 0.3988 -0.938
H -2.3672 -5.2637 1.0323 0.477
H -0.9942 -5.3893 0.4955 0.460
O -4.2364 2.7955 2.0312 -1.015
H -3.7935 2.2529 1.3399 0.518
H -5.0239 2.6126 2.5482 0.497
O 3.2060 3.5403 0.1173 -0.992
H 2.4085 3.7660 0.6802 0.484
H 3.2578 2.6610 -0.4216 0.508
O -2.9798 -3.5217 2.7623 -0.967
H -3.9559 -3.2622 2.8678 0.489
H -2.5194 -3.2887 3.5262 0.480
O -1.1838 2.8779 -0.0926 -0.946
H -1.0647 2.2309 -0.7626 0.468
H -1.2813 3.6487 -0.5379 0.476
```

- ΔE to the lowest compared entry with this formula, charge and spin (eV) = 7.515
- Kohn-Sham gap (hartree) = 0.3762
- total charge = 0
- largest force on an atom (eV/A) = 6.6
- E_HOMO (eV) = -10.6197
- LUMO level (eV) = -0.38

(5)
DFT (wB97M-V/def2-TZVPD) results for C31H75N5O13Sr2 as an isolated structure in a non-equilibrium geometry.

```
126
Properties=species:S:1:pos:R:3:mulliken_charge:R:1
Sr -3.6809 1.1535 0.8991 1.604
Sr -0.0297 -1.6390 3.0600 0.957
C -0.7525 0.4638 0.9217 0.189
O -1.3265 0.7235 -0.1240 -0.025
O 0.3242 -0.0727 1.0735 0.405
O -1.4992 0.2581 1.8416 -1.123
C 2.1115 -1.8412 -3.9887 -0.677
O 1.1569 -0.8676 -3.7600 -0.120
C -0.1920 -1.2116 -3.4190 0.290
C -1.1586 -0.0866 -3.6977 -0.960
N -0.9155 1.0142 -2.8975 0.909
C -1.8234 2.1517 -3.1082 0.581
C -1.5966 2.8178 -4.5018 -1.341
O -0.2546 3.2890 -4.5738 0.053
C -0.1756 3.9762 -5.7663 -1.038
H 3.1183 -1.4243 -4.0146 0.014
H 1.8704 -2.3770 -4.9068 0.424
H 2.3440 -2.5087 -3.1590 0.185
H -0.2386 -1.6046 -2.4033 -0.874
H -0.4754 -1.9991 -4.1173 0.698
H -2.1758 -0.4753 -3.6491 0.148
H -1.2028 0.3196 -4.7082 0.666
H -1.1233 0.7507 -1.9449 -0.583
H -1.5668 2.8753 -2.3345 -0.215
H -2.8597 1.8674 -2.9256 -0.445
H -2.2610 3.6819 -4.4977 0.543
H -1.9631 2.2808 -5.3767 0.510
H -0.3862 3.4111 -6.6743 0.365
H 0.8458 4.3487 -5.8455 0.247
H -0.7895 4.8750 -5.8244 0.377
C -3.9598 4.3658 -0.6921 -1.001
O -4.1715 2.9163 -0.7396 -0.157
C -5.1787 2.5863 -1.7276 -0.890
C -5.5708 1.1534 -1.7167 -0.286
N -5.7603 0.7084 -0.3481 -0.253
C -6.1764 -0.7126 -0.3984 -0.841
C -5.1039 -1.6706 -0.9814 -0.927
O -3.8924 -1.1746 -0.3977 0.214
C -2.8804 -2.0383 -0.7511 -0.546
H -3.0128 4.6046 -0.2081 0.323
H -4.8044 4.8759 -0.2291 0.317
H -3.8897 4.7946 -1.6918 0.310
H -4.7320 2.8648 -2.6821 0.413
H -6.1036 3.1531 -1.6208 0.613
H -4.7447 0.6417 -2.2105 0.014
H -6.4965 1.0948 -2.2891 0.393
H -6.6331 1.0962 -0.0193 0.213
H -7.1685 -0.7552 -0.8478 0.494
H -6.3624 -1.0583 0.6185 0.363
H -5.1600 -1.5746 -2.0657 0.331
H -5.2404 -2.7419 -0.8340 0.489
H -1.8536 -1.8569 -0.4335 -0.451
H -2.7189 -2.0486 -1.8291 0.404
H -3.0361 -3.0325 -0.3323 0.424
C 2.8020 -3.5164 2.2039 -0.810
O 2.2912 -2.4632 3.1395 0.071
C 3.2892 -1.6774 3.8447 -0.936
C 2.7500 -0.6254 4.8025 -0.917
N 1.5711 0.1913 4.4606 -0.110
C 1.7953 1.1927 3.4366 -0.331
C 2.9400 2.2027 3.6026 -1.155
O 4.1287 1.9026 2.8967 -0.277
C 5.0082 2.9062 2.6443 -0.837
H 2.9986 -3.1536 1.1950 0.204
H 2.0975 -4.3461 2.1461 0.078
H 3.5970 -4.1261 2.6334 0.437
H 3.8606 -1.0503 3.1603 0.467
H 3.9912 -2.2931 4.4071 0.483
H 3.5533 0.0207 5.1566 0.560
H 2.5538 -1.1331 5.7469 0.477
H 1.3450 0.7462 5.2737 0.335
H 0.7810 1.5891 3.3902 0.507
H 1.9562 0.7394 2.4585 -0.075
H 3.0996 2.3147 4.6750 0.659
H 2.5372 3.1584 3.2671 0.497
H 5.9856 2.5240 2.3499 0.275
H 5.2419 3.5800 3.4685 0.351
H 4.6845 3.5719 1.8442 0.273
C 0.1999 -2.3070 6.7966 -1.044
O 0.2810 -2.8039 5.4464 0.287
C -0.0672 -4.2440 5.4877 -1.171
C -0.1675 -4.7165 3.9883 -0.328
N -1.2185 -3.9124 3.4665 -0.071
C -1.7450 -4.5099 2.2789 -1.340
C -0.7824 -4.5151 1.0903 -0.960
O -0.0690 -3.2987 0.8630 0.671
C 0.5839 -3.1886 -0.4244 -1.420
H 0.4611 -1.2540 6.9017 0.237
H 0.8114 -2.8376 7.5264 0.349
H -0.8594 -2.3654 7.0465 0.383
H -0.9425 -4.5297 6.0712 0.535
H 0.7398 -4.7733 5.9944 0.484
H -0.3652 -5.7882 3.9669 0.507
H 0.7589 -4.6765 3.4154 -0.057
H -1.9052 -4.0920 4.1849 0.235
H -2.7293 -4.1470 1.9832 0.469
H -2.0673 -5.5437 2.4033 0.514
H -1.2488 -4.9650 0.2138 0.416
H 0.0055 -5.2428 1.2844 0.674
H 1.0434 -2.2013 -0.4697 0.012
H -0.1375 -3.3216 -1.2306 0.615
H 1.3317 -3.9750 -0.5264 0.576
C 5.0824 0.8771 -4.1706 -0.910
O 3.9202 0.6999 -3.3573 -0.139
C 4.2026 0.4814 -1.9994 -1.426
C 3.0067 0.2104 -1.1135 0.768
N 1.9678 1.1237 -1.2561 0.701
C 2.2474 2.3554 -0.5804 0.331
C 1.1202 3.2868 -0.8448 -0.363
O 1.2531 3.9197 -2.1417 -0.219
C 0.6656 5.1838 -2.3602 -0.883
H 5.6394 -0.0594 -4.1977 0.348
H 5.6779 1.7019 -3.7792 0.338
H 4.9346 1.2577 -5.1813 0.247
H 4.7605 1.3358 -1.6162 0.552
H 4.8305 -0.3880 -1.8042 0.457
H 3.2005 0.1889 -0.0411 -0.120
H 2.7276 -0.7733 -1.4908 -0.316
H 1.2652 0.6953 -0.6705 -1.026
H 3.1231 2.8434 -1.0081 0.537
H 2.3703 2.2364 0.4961 -0.520
H 1.1604 3.9441 0.0238 0.632
H 0.1446 2.8136 -0.7335 -0.366
H -0.4212 5.1212 -2.4171 0.138
H 0.8427 5.6657 -3.3217 0.295
H 0.8347 5.8899 -1.5472 0.417
```

- Kohn-Sham gap (hartree) = 0.2128
- total charge = +2
- largest force on an atom (eV/A) = 11.8
- E_HOMO (eV) = -11.0544
- LUMO level (eV) = -5.26

(6)
DFT (wB97M-V/def2-TZVPD) results for a 2-piece molecular cluster, C5H4N4 overall in a non-equilibrium geometry.

```
13
Properties=species:S:1:pos:R:3:nbo_charge:R:1
H -2.6655 -0.7587 0.0433 0.341
N -2.0796 -0.7449 0.8931 -0.528
C -1.2900 0.2409 0.8838 0.017
C -1.3389 1.3600 -0.0641 0.189
N -1.4060 2.3092 -0.6908 -0.252
H -0.5524 0.2122 1.6744 0.218
N 2.4428 1.9994 0.4586 -0.309
C 1.8114 1.2101 -0.1432 0.261
C 1.2196 0.1859 -0.8355 -0.613
C 1.1232 -1.0828 -0.4844 0.554
N 1.2666 -2.2407 -0.3184 -0.583
H 0.5442 0.3108 -1.6142 0.277
H 0.9246 -3.0014 0.1973 0.428
```

- ΔE to the lowest compared entry with this formula, charge and spin (eV) = 3.945
- Kohn-Sham gap (hartree) = 0.3396
- total charge = 0
- largest force on an atom (eV/A) = 4.6
- E_HOMO (eV) = -9.4374
- LUMO level (eV) = -0.20

(7)
DFT (wB97M-V/def2-TZVPD) results for one molecule with the formula C3H7NO in a non-equilibrium geometry.

```
12
Properties=species:S:1:pos:R:3:nbo_charge:R:1
N -1.2732 1.3497 0.4251 -0.832
C -0.7944 0.1428 -0.2054 -0.241
C 0.5359 -0.2777 0.3697 0.049
C 1.5221 -0.9607 -0.4258 -0.112
O 1.7158 0.4084 -0.0794 -0.483
H -1.6183 1.1722 1.3811 0.352
H -2.0408 1.7868 -0.0684 0.362
H -0.6287 0.3193 -1.2901 0.199
H -1.5015 -0.6974 -0.1256 0.170
H 0.5413 -0.4481 1.4567 0.178
H 2.1888 -1.6811 0.0324 0.180
H 1.3530 -1.1142 -1.4703 0.177
```

- ΔE to the lowest compared entry with this formula, charge and spin (eV) = 2.174
- Kohn-Sham gap (hartree) = 0.3869
- total charge = 0
- largest force on an atom (eV/A) = 1.2
- E_HOMO (eV) = -9.4038
- LUMO level (eV) = 1.12

(8)
DFT (wB97M-V/def2-TZVPD) results for a 10-piece molecular cluster, C36H91NO10 overall in a non-equilibrium geometry.

```
138
Properties=species:S:1:pos:R:3:mulliken_charge:R:1
C 19.7360 -4.9519 15.4490 -1.679
C 20.0832 -5.0676 16.9832 1.640
C 21.5209 -5.4742 17.1394 -2.035
C 19.8155 -3.7712 17.8689 -1.072
C 18.3785 -3.3807 18.1178 -0.644
C 17.6826 -4.5602 18.7871 -1.322
C 17.8217 -5.8772 17.9438 1.539
C 17.3130 -6.9994 18.8182 -1.845
C 16.9723 -5.7209 16.6956 -1.780
N 19.2240 -6.0994 17.6152 0.122
O 19.3971 -7.4045 16.9849 -0.458
H 20.4957 -4.5012 14.8103 0.457
H 19.5599 -5.8776 14.9011 0.347
H 18.9428 -4.2635 15.1575 0.364
H 21.6997 -6.4443 16.6756 0.463
H 22.1395 -4.7653 16.5890 0.404
H 21.8296 -5.6337 18.1725 0.422
H 20.3609 -3.8880 18.8053 0.365
H 20.1677 -2.9697 17.2195 0.361
H 18.2542 -2.5128 18.7654 0.403
H 17.7738 -3.0028 17.2935 0.351
H 16.6348 -4.3181 18.9650 0.477
H 18.0423 -4.6673 19.8104 0.415
H 16.3775 -6.7497 19.3188 0.376
H 17.9840 -7.4021 19.5769 0.356
H 17.1655 -7.6721 17.9734 0.466
H 17.1762 -4.7634 16.2162 0.329
H 15.9291 -5.7966 17.0026 0.445
H 17.2867 -6.5068 16.0089 0.387
H 19.9866 -7.8426 17.6031 0.347
C 21.7852 -11.1498 23.2324 -1.387
C 22.7684 -10.2227 22.4711 0.510
C 24.0639 -10.0879 23.1600 -1.198
O 22.9846 -10.7002 21.1506 -0.551
H 22.2773 -12.0435 23.6161 0.357
H 20.9358 -11.4301 22.6096 0.358
H 21.4937 -10.6938 24.1786 0.399
H 22.2342 -9.2730 22.4416 0.238
H 24.7101 -9.2705 22.8400 0.310
H 24.6529 -10.9896 22.9927 0.290
H 23.9316 -9.9556 24.2339 0.332
H 23.0257 -11.6576 21.2065 0.342
C 16.2870 -15.1266 18.0937 -1.275
C 16.9519 -16.0175 17.0919 0.615
C 17.8989 -15.2630 16.2030 -1.295
O 17.6194 -16.9068 17.9579 -0.562
H 15.9051 -15.6756 18.9544 0.349
H 15.4753 -14.4971 17.7288 0.343
H 17.0411 -14.4742 18.5339 0.293
H 16.1633 -16.5477 16.5579 0.221
H 18.6149 -14.6982 16.8000 0.326
H 17.3561 -14.4924 15.6556 0.344
H 18.4734 -15.8417 15.4798 0.323
H 16.9808 -17.4398 18.4372 0.318
C 5.7976 -15.1421 25.8506 -1.207
C 5.4779 -15.8077 27.1994 0.593
C 4.3272 -16.7958 27.1921 -1.315
O 6.6208 -16.4985 27.6861 -0.538
H 6.6736 -14.4983 25.9291 0.348
H 4.9995 -14.5776 25.3686 0.340
H 6.1568 -15.9204 25.1773 0.321
H 5.0441 -15.0607 27.8641 0.123
H 3.3733 -16.2867 27.0542 0.356
H 4.2538 -17.3899 28.1030 0.345
H 4.4839 -17.6156 26.4911 0.314
H 7.3747 -15.9042 27.6745 0.319
C 10.6215 -24.8968 30.7682 -1.271
C 10.1487 -23.4051 30.6605 0.637
C 11.1370 -22.3599 31.1757 -1.368
O 9.9461 -23.1106 29.2983 -0.556
H 11.3938 -25.2690 30.0950 0.344
H 9.7599 -25.5641 30.7887 0.303
H 11.1068 -25.0769 31.7274 0.357
H 9.2064 -23.1929 31.1656 0.188
H 10.7822 -21.3305 31.2246 0.347
H 11.9634 -22.3675 30.4650 0.360
H 11.6568 -22.6246 32.0965 0.354
H 9.7531 -22.1740 29.2136 0.307
C 7.0264 -9.6912 20.1672 -1.227
C 8.3250 -9.8616 20.9862 0.569
C 8.2909 -9.1434 22.2847 -1.302
O 8.4687 -11.2377 21.2483 -0.563
H 6.1962 -9.9188 20.8357 0.323
H 6.9853 -10.3396 19.2920 0.313
H 6.9242 -8.6528 19.8518 0.353
H 9.2022 -9.5921 20.3981 0.189
H 7.3989 -9.3479 22.8769 0.337
H 8.2306 -8.0769 22.0678 0.324
H 9.1125 -9.2744 22.9889 0.380
H 9.1556 -11.4781 21.8744 0.303
C 7.2315 -11.1267 32.9533 -1.282
C 7.9704 -11.8062 34.1019 0.630
C 6.9856 -12.5918 34.9889 -1.335
O 9.0334 -12.6616 33.6715 -0.553
H 7.8304 -10.5783 32.2262 0.347
H 6.5153 -10.4453 33.4124 0.344
H 6.7118 -11.8557 32.3316 0.310
H 8.4195 -11.0069 34.6914 0.140
H 5.9850 -12.1876 35.1426 0.352
H 7.2857 -12.7772 36.0202 0.373
H 6.8487 -13.5786 34.5466 0.357
H 9.3531 -13.1080 34.4590 0.317
C 14.4714 -15.0460 28.7061 -1.206
C 14.1275 -13.7624 27.9205 0.595
C 14.7100 -13.7668 26.5460 -1.266
O 12.7266 -13.5231 28.1344 -0.550
H 14.1617 -16.0175 28.3210 0.301
H 13.9178 -15.0518 29.6450 0.339
H 15.5335 -15.1026 28.9447 0.333
H 14.6917 -12.9867 28.4383 0.130
H 14.1546 -14.4488 25.9022 0.347
H 15.7856 -13.9434 26.5471 0.327
H 14.4764 -12.8693 25.9733 0.339
H 12.5399 -13.4159 29.0699 0.312
C 12.5749 -20.3230 23.5784 -1.118
C 14.0133 -20.6507 23.2382 0.191
C 14.3604 -21.9464 23.9468 -1.243
O 14.0630 -20.8197 21.8018 -0.539
H 11.9701 -21.2273 23.6461 0.291
H 12.1403 -19.5972 22.8911 0.325
H 12.6875 -19.8216 24.5396 0.337
H 14.5808 -19.7886 23.5885 0.333
H 15.4053 -22.1781 23.7401 0.353
H 13.8512 -22.8662 23.6589 0.361
H 14.3042 -21.8766 25.0331 0.352
H 13.5320 -21.6158 21.7256 0.357
C 23.4791 -16.1508 33.6362 -1.161
C 22.4638 -16.2924 32.4379 0.462
C 22.5963 -15.2029 31.3631 -1.266
O 22.5554 -17.6284 31.8993 -0.551
H 23.4499 -15.0909 33.8886 0.314
H 24.5221 -16.2650 33.3411 0.318
H 23.2904 -16.7743 34.5101 0.356
H 21.4478 -16.1893 32.8190 0.199
H 22.3874 -14.1954 31.7228 0.369
H 21.8883 -15.4766 30.5809 0.307
H 23.5869 -15.2681 30.9131 0.330
H 22.2516 -18.1626 32.6368 0.322
```

- ΔE to the lowest compared entry with this formula, charge and spin (eV) = 3.673
- Kohn-Sham gap (hartree) = 0.3175
- total charge = 0
- largest force on an atom (eV/A) = 2.9
- E_HOMO (eV) = -8.2579
- LUMO level (eV) = 0.38